Entry P
15
Properties=species:S:1:pos:R:3 method="wB97M-V/def2-TZVPD" e_lumo_ev=0.70 homo_energy_ev=-7.93 gap_ev=8.6
C -2.0765 1.1627 -0.4394
C -0.7836 1.2662 0.0101
C -1.5411 -0.9397 -1.1098
C 1.5202 -1.1703 0.9176
C 1.3283 0.1844 0.2744
N -2.3471 -0.0148 -1.0190
N -0.0228 0.2202 -0.1333
Cl 2.2855 0.2689 -1.2378
H -2.9957 1.7950 -0.3177
H -0.4459 2.2403 0.5219
H -1.2572 -1.7996 -1.5388
H 0.9816 -1.1163 1.9610
H 1.2221 -1.9555 0.2316
H 2.6520 -1.2872 1.0742
H 1.4800 1.1457 0.8050

Entry Q
15
Properties=species:S:1:pos:R:3 method="wB97M-V/def2-TZVPD" e_lumo_ev=-0.21 homo_energy_ev=-7.78 gap_ev=7.6
C 1.3728 1.2144 -0.0724
C 0.2685 2.0032 -0.5410
C 1.5877 -0.1663 -0.2630
C -0.6051 -0.7040 -1.0278
C -1.5075 -0.5055 0.0316
N 0.7111 -1.0253 -0.6950
N -1.2628 -0.9595 1.2901
Cl -3.0262 0.4099 -0.2979
H 2.1438 1.7697 0.4099
H 0.4984 2.9782 -0.0438
H 2.6145 -0.6071 -0.0508
H -0.6683 0.2103 -1.5847
H -0.7318 1.9144 -0.8244
H -0.3475 -1.4039 1.5175
H -1.7241 -0.2477 1.9698

Most stable one: entry P, least stable one: entry Q.

Entry P
8
Properties=species:S:1:pos:R:3 method="wB97M-V/def2-TZVPD" e_lumo_ev=-0.69 homo_energy_ev=-8.85 gap_ev=8.2
C -1.4426 0.3613 -0.2997
C 1.7488 -0.2935 1.1308
N -0.6341 0.2364 -1.1978
Cl -2.3645 -0.8929 0.4846
Cl 2.7930 -0.9682 0.1369
H -1.7034 1.3318 0.2008
H 1.9367 0.8869 1.1666
H -0.3341 -0.6618 -1.6222

Entry Q
8
Properties=species:S:1:pos:R:3 method="wB97M-V/def2-TZVPD" e_lumo_ev="-0.23 / -0.34" homo_energy_ev="-9.13 / -8.41" gap_ev="8.9 / 8.1"
C 0.0124 0.5449 -0.4555
C -0.7634 -0.1695 0.6216
N 0.9206 -0.6151 -0.6820
Cl -2.0892 -0.9285 -0.0150
Cl 2.3146 -0.6837 0.2448
H -0.4885 0.6157 -1.3132
H 0.6212 1.3263 -0.0476
H -0.5278 -0.0901 1.6469

Entry R
8
Properties=species:S:1:pos:R:3 method="wB97M-V/def2-TZVPD" e_lumo_ev=0.84 smiles=ClC1(Cl)CN1 homo_energy_ev=-10.57 gap_ev=11.4
C 0.5307 0.5336 -0.6141
C -0.2300 -0.5641 0.0114
N -0.6982 0.6193 0.4648
Cl 0.5634 -1.7004 1.2563
Cl -1.3119 -1.5539 -0.9124
H 1.4416 0.7495 -0.2014
H 0.1999 1.1131 -1.3811
H -0.4955 0.8030 1.3764

Most stable one: entry R, least stable one: entry P.

Entry P
68
Properties=species:S:1:pos:R:3 method="wB97M-V/def2-TZVPD" e_lumo_ev=0.00 smiles="NC(N)=O.NC(N)=O.NC(N)=O.NC(N)=O.CC(C)O.CC(C)O.CC(C)O" homo_energy_ev=-9.46 gap_ev=9.5
C -2.7929 3.2334 -13.2618
O -3.7404 2.9090 -13.9960
N -1.6284 2.7186 -13.2742
N -2.8229 4.2227 -12.5038
H -0.8982 2.9491 -12.6156
H -1.5877 1.8648 -13.8123
H -3.7354 4.6546 -12.4757
H -1.9670 4.5909 -12.1137
C -7.4741 -2.2143 -5.5729
O -7.6057 -1.6882 -6.6711
N -6.6527 -3.1790 -5.2766
N -7.9606 -1.8558 -4.4458
H -6.0513 -3.4598 -6.0380
H -6.5963 -3.6207 -4.3700
H -7.8089 -2.4935 -3.6774
H -8.3134 -0.9251 -4.2740
C -3.2264 -3.4092 -9.9462
O -3.2042 -3.7645 -8.7555
N -2.3211 -3.7467 -10.8262
N -4.2035 -2.7847 -10.5465
H -2.3354 -3.4551 -11.7930
H -1.5342 -4.2451 -10.4357
H -4.1331 -2.6759 -11.5481
H -5.0021 -2.6197 -9.9505
C -7.9610 3.0770 -9.4368
O -8.1339 4.1527 -9.9414
N -8.5019 2.7304 -8.3315
N -7.2338 2.1513 -9.8952
H -9.1049 3.3557 -7.8162
H -8.3189 1.7895 -8.0134
H -6.7601 2.3851 -10.7560
H -7.2653 1.2406 -9.4595
C -6.4364 8.1485 -7.0695
C -5.7317 8.8124 -8.2389
C -4.4474 8.1606 -8.7264
O -6.7259 8.8084 -9.2825
H -7.4714 8.4132 -6.8528
H -5.9039 8.5810 -6.2225
H -6.2719 7.0725 -7.0121
H -5.5456 9.8603 -8.0033
H -4.5938 7.1296 -9.0484
H -3.7237 8.1342 -7.9118
H -4.1171 8.7063 -9.6103
H -7.1042 7.9284 -9.2182
C -13.2020 5.1566 -3.6216
C -12.6518 4.0472 -4.4692
C -13.2761 3.9452 -5.8374
O -11.2825 4.2414 -4.6542
H -12.6050 6.0370 -3.8595
H -12.8688 4.9581 -2.6029
H -14.2645 5.3593 -3.7556
H -12.6802 3.1201 -3.8967
H -13.2294 4.8562 -6.4340
H -14.3396 3.7476 -5.7031
H -12.9691 3.1165 -6.4755
H -10.9732 3.6606 -3.9552
C -1.0728 -0.1178 -5.3116
C -1.1273 0.8349 -6.5583
C -2.4927 1.5055 -6.7435
O -0.1191 1.8137 -6.6398
H -1.5412 0.3839 -4.4648
H -0.1223 -0.3889 -4.8520
H -1.7247 -0.9710 -5.4991
H -0.9200 0.1470 -7.3780
H -2.7091 2.1493 -5.8910
H -3.3061 0.8249 -6.9950
H -2.5253 2.1843 -7.5958
H -0.1900 2.3046 -7.4618

Entry Q
68
Properties=species:S:1:pos:R:3 method="wB97M-V/def2-TZVPD" e_lumo_ev=0.41 smiles="NC(N)=O.NC(N)=O.NC(N)=O.NC(N)=O.CC(C)O.CC(C)O.CC(C)O" homo_energy_ev=-9.12 gap_ev=9.5
C 0.0224 2.1817 -3.9269
C -1.3338 1.6820 -4.4263
C -2.2601 2.8080 -4.8349
O -1.1045 0.8689 -5.5885
H 0.6085 1.2946 -3.6848
H -0.0319 2.7688 -3.0077
H 0.4837 2.7910 -4.7062
H -1.7271 1.0026 -3.6726
H -2.6475 3.4651 -4.0602
H -3.0632 2.3681 -5.4303
H -1.7243 3.4333 -5.5608
H -0.5843 1.3848 -6.2124
C -1.7106 -2.5085 1.1769
C -0.6179 -3.3937 0.5831
C -0.9692 -3.7386 -0.8603
O 0.6879 -2.7742 0.6059
H -1.2684 -1.9366 1.9902
H -2.4563 -3.1582 1.6408
H -2.2375 -1.9200 0.4288
H -0.5728 -4.3417 1.1272
H -0.9158 -2.8671 -1.5210
H -1.9900 -4.1271 -0.9134
H -0.3060 -4.4760 -1.3187
H 1.1483 -3.0521 -0.2053
C -1.1857 1.7283 -0.4218
C 0.1572 1.1328 -0.0285
C 0.2776 0.7596 1.4261
O 0.3464 -0.0291 -0.8591
H -2.0139 1.3065 0.1750
H -1.5266 1.5564 -1.4381
H -1.2520 2.7859 -0.1485
H 0.9008 1.8947 -0.2855
H 1.3146 0.4898 1.6430
H -0.3562 -0.1007 1.6275
H 0.0423 1.5890 2.0934
H 0.3914 -0.8295 -0.3105
C 1.3319 -1.3923 4.3536
O 0.3540 -0.6634 4.2638
N 2.0100 -1.8293 3.2543
N 1.8332 -1.8274 5.5554
H 1.6787 -1.4721 2.3753
H 2.5892 -2.6442 3.3230
H 1.4107 -1.4463 6.3814
H 2.8056 -2.0785 5.5677
C 1.7274 4.8166 0.6928
O 0.8697 4.7068 -0.1658
N 2.9661 4.2231 0.5737
N 1.5388 5.5941 1.8120
H 3.5967 4.2941 1.3499
H 3.2472 3.9484 -0.3469
H 2.1954 5.6521 2.5657
H 0.5966 5.9372 1.8560
C -3.2472 -1.1363 3.9007
O -4.3659 -1.6095 3.7571
N -2.8413 -0.0488 3.1821
N -2.2919 -1.6102 4.7454
H -3.4358 0.4704 2.5675
H -1.9439 0.3554 3.3940
H -2.5013 -2.2990 5.4385
H -1.3794 -1.1876 4.6218
C 2.2282 -2.6434 -2.8344
O 2.0624 -3.2913 -1.8052
N 1.8549 -1.3485 -2.9666
N 2.7825 -3.2188 -3.9597
H 1.2895 -0.8821 -2.2662
H 2.1225 -0.7866 -3.7553
H 3.3762 -4.0124 -3.8015
H 3.0140 -2.6092 -4.7255

Most stable one: entry Q, least stable one: entry P.

Entry P
15
Properties=species:S:1:pos:R:3 method="wB97M-V/def2-TZVPD" e_lumo_ev="-0.29 / -0.54" homo_energy_ev="-8.25 / -8.36" gap_ev="8.0 / 7.8"
C 1.8763 -0.3587 -0.7845
C 2.8613 -0.8830 0.0259
C 0.7209 -0.5499 -0.0267
C -2.0716 2.1805 0.1280
C -1.7361 -0.3763 -0.5624
N 0.9343 -1.1386 1.1158
N 2.2577 -1.3379 1.1472
P -1.4419 1.2646 -1.1282
H 1.9715 0.0885 -1.7498
H 3.9196 -0.9727 -0.1187
H -2.0259 3.2556 0.0954
H -2.5532 1.7365 0.9903
H -1.6357 -1.1967 -1.2535
H -2.1157 -0.5878 0.4225
H 2.6928 -1.7791 1.9438

Entry Q
15
Properties=species:S:1:pos:R:3 method="wB97M-V/def2-TZVPD" e_lumo_ev=-0.81 homo_energy_ev=-8.38 gap_ev=7.6
C -1.2696 -1.4246 0.3895
C -0.2638 -0.5538 0.2768
C 2.0009 0.0967 -0.6336
C 1.5484 1.2045 0.2279
C 1.0872 -0.1891 0.4798
N -2.5482 -1.1545 0.0579
N -1.6321 1.4865 -0.0877
P -2.7010 0.3981 -0.3122
H -1.2605 -2.4827 0.2674
H 1.5721 0.0566 -1.6791
H 2.9351 -0.4860 -0.6348
H 2.1650 1.4371 1.1788
H 0.7497 1.8885 -0.1069
H 1.6819 -0.6585 1.2302
H -4.0653 0.3812 -0.6540

Most stable one: entry P, least stable one: entry Q.